# C20H40N6O3PPdS

A structure of composition C20H40N6O3PPdS (the ωB97M-V functional and the def2-TZVPD basis, OMol25).

CARTESIAN COORDINATES (ANGSTROEM)
Pd 0.0013 1.3967 0.6533
N 0.9503 -0.3046 3.0089
N 2.3445 -0.1756 3.0438
C 3.0690 0.5927 2.2213
N 4.4258 0.5945 2.3603
N 2.4425 1.2356 1.2610
N 2.9457 2.2393 0.5717
O 2.2700 2.6424 -0.3637
O 4.0251 2.7606 0.9097
H 0.7077 -1.2529 2.7064
H 0.5963 0.2911 2.1965
H 2.8003 -0.6879 3.7848
H 4.8166 0.2286 3.2111
H 4.8463 1.4327 1.9597
C -3.1337 -1.6944 -0.4578
C -1.9370 -2.5875 -0.7818
C -2.3144 -3.5445 -1.9065
C -1.6442 -3.3677 0.5004
P -0.4414 -1.3405 -1.0041
N 0.0340 -0.8515 0.3500
C -1.0364 0.0026 -2.3236
C 0.2467 0.7348 -2.7118
C -1.8725 1.0532 -1.5994
C -1.7749 -0.4749 -3.5704
C 0.9833 -2.3672 -1.9083
C 1.1659 -3.6302 -1.0695
C 0.8210 -2.7836 -3.3657
C 2.2644 -1.5495 -1.7152
H -3.9291 -2.2760 0.0176
H -3.5472 -1.2435 -1.3547
H -2.8199 -0.9095 0.2311
H -3.2409 -4.0636 -1.6457
H -1.5496 -4.3009 -2.0663
H -2.4780 -3.0153 -2.8400
H -2.5750 -3.7236 0.9489
H -1.1501 -2.6940 1.2015
H -1.0065 -4.2303 0.3291
H 0.7807 1.0177 -1.7922
H 0.0133 1.6503 -3.2608
H 0.8955 0.1325 -3.3396
H -1.3625 1.2703 -0.6278
H -2.8948 0.7524 -1.3924
H -1.9006 1.9763 -2.1855
H -1.2351 -1.2589 -4.0921
H -1.8962 0.3635 -4.2620
H -2.7712 -0.8378 -3.3273
H 0.3763 -4.3529 -1.2506
H 1.1756 -3.3594 -0.0163
H 2.1167 -4.1112 -1.3162
H -0.0903 -3.3555 -3.5129
H 1.6611 -3.4181 -3.6598
H 0.8080 -1.9310 -4.0380
H 2.1546 -0.9417 -0.8145
H 2.4713 -0.8911 -2.5543
H 3.1293 -2.2059 -1.5882
C -2.6745 2.5137 3.8178
S -1.9274 1.6913 2.2984
O -2.8854 2.0801 1.2553
C -0.5423 2.8425 2.1760
C 0.4278 2.9227 3.1795
C 1.4435 3.8546 3.0766
C 1.5182 4.6944 1.9694
C 0.5887 4.5822 0.9526
C -0.4460 3.6484 1.0310
H -2.8395 3.5611 3.5953
H -2.0091 2.3913 4.6623
H -3.6239 2.0275 4.0089
H 0.3554 2.2763 4.0464
H 2.1810 3.9404 3.8642
H 2.3185 5.4171 1.8966
H 0.6515 5.2359 0.0958
H -1.2741 3.6852 0.3219

Properties
E_HOMO = -2.9061 eV
charge = -1
energy above the lowest of the compared OMol25 structures with the same formula, charge and spin = 58.0 kcal/mol
multiplicity = 1